C7H13N | ωB97M-V/def2-TZVPD

Each atom is followed by the atoms it is bonded to, with distances in Å.
Element x y z (Å)
1 C -2.426 1.527 -0.670  H7 1.104, H14 1.090, C19 1.519, H21 1.090
2 H -1.767 -0.086 0.614  C19 1.097
3 H 0.167 1.817 -0.662  C11 1.099
4 C 3.069 -2.858 -0.246  C15 1.329, H17 1.083, H20 1.083
5 C 0.535 -0.256 -0.602  H6 1.087, C10 1.323, C11 1.495
6 H 0.123 -0.608 -1.544  C5 1.087
7 H -2.047 2.536 -0.908  C1 1.104
8 H -1.402 1.095 2.424  N13 1.012
9 H 1.896 -0.903 0.938  C10 1.089
10 C 1.436 -1.043 -0.039  C5 1.323, H9 1.089, C15 1.486
11 C -0.021 0.982 0.027  H3 1.099, C5 1.495, H18 1.093, C19 1.549
12 H 1.281 -2.831 -1.340  C15 1.085
13 N -1.785 1.639 1.662  H8 1.012, H16 1.011, C19 1.445
14 H -3.404 1.750 -0.243  C1 1.090
15 C 1.934 -2.301 -0.655  C4 1.329, C10 1.486, H12 1.085
16 H -1.363 2.558 1.667  N13 1.011
17 H 3.678 -2.402 0.524  C4 1.083
18 H 0.569 1.273 0.899  C11 1.093
19 C -1.522 0.964 0.412  C1 1.519, H2 1.097, C11 1.549, N13 1.445
20 H 3.380 -3.805 -0.670  C4 1.083
21 H -2.329 0.949 -1.589  C1 1.090

Computed properties:
Energy relative to the best compared isomer or geometry (same formula, charge and spin) (kcal per mole): 31.56
LUMO energy (eV): 1.1
Electronic energy (eV): -8958.5641